No. 1
The following is a quantum chemistry calculation of a molecular structure, C27H26IrN5OPS, from the OMol25 dataset.

The maximum force comes out at 3.1 eV/A. The HOMO-LUMO gap (alpha / beta) comes out at 5.51 / 5.69 eV. The total charge is +3. The calculation puts the energy above the lowest of the compared OMol25 structures with the same formula, charge and spin at 327.47 kJ/mol. As for the LUMO energy (alpha / beta): -0.4143 / -0.4078 Ha.

```
62
Properties=species:S:1:pos:R:3:forces:R:3:mulliken_charge:R:1
Ir -1.19605 0.28563 0.00522 -1.606 -0.699 2.526 0.959
C -5.15191 -2.04271 -0.16060 -0.183 0.132 0.038 -1.814
C -3.88566 -1.33162 -0.46896 -0.108 0.582 0.367 0.970
N -3.50932 -0.22643 0.07994 1.672 -0.256 -0.760 -0.196
N -4.26912 0.44968 0.96380 -0.972 0.200 0.874 -0.268
C -3.88131 1.66511 1.40070 -0.132 -0.549 -0.051 0.684
N -4.64812 2.33639 2.24128 0.094 -0.134 -0.252 -0.351
S -2.42008 2.34754 0.84424 1.827 -0.412 -0.229 -0.276
C -2.97788 -1.83223 -1.50701 -0.076 -0.591 -0.405 0.617
C -3.36144 -2.82071 -2.41257 0.006 0.523 0.481 -0.827
C -2.48179 -3.21619 -3.40866 0.372 0.104 -0.156 -0.581
C -1.24621 -2.59751 -3.49467 -0.282 0.038 0.144 -0.866
C -0.93912 -1.60962 -2.56528 0.476 -0.189 -0.523 0.549
N -1.76825 -1.24536 -1.59703 1.096 0.471 0.820 -0.166
H -5.42051 -1.94475 0.88922 -0.026 -0.043 0.088 0.550
H -5.06904 -3.10186 -0.37978 -0.001 -0.046 0.041 0.467
H -5.96997 -1.63774 -0.75913 -0.085 0.015 -0.054 0.391
H -5.15194 0.05134 1.28701 0.274 0.055 -0.207 0.199
H -5.54036 1.99155 2.56581 -0.088 0.006 -0.086 0.222
H -4.39535 3.27140 2.53523 0.119 -0.103 -0.005 0.244
H -4.34736 -3.25492 -2.36940 -0.049 -0.049 0.080 0.361
H -2.76462 -3.98652 -4.11048 -0.034 -0.049 -0.050 0.482
H -0.53085 -2.86294 -4.25908 0.027 0.021 -0.002 0.468
H 0.01518 -1.10098 -2.60659 0.043 -0.003 0.038 0.130
O -2.20167 -0.96454 2.49116 -0.486 -0.102 0.157 -0.396
N -0.92630 -0.78540 2.01485 -0.389 0.686 -1.809 0.193
C 0.04256 -1.36311 2.61626 -0.019 0.070 0.015 0.227
C 1.45403 -1.26369 2.34260 0.793 -0.006 -0.223 0.614
C 2.27396 -2.03333 3.18849 -0.284 0.135 -0.126 -1.031
C 3.65140 -2.01725 3.07907 0.079 0.115 -0.189 -0.904
C 4.24713 -1.22061 2.11277 -0.113 -0.146 0.196 -0.849
C 3.46160 -0.44495 1.27263 -0.267 0.165 -0.120 -0.286
C 2.07272 -0.45756 1.35990 -0.565 -0.179 -0.076 0.532
P 1.21738 0.63545 0.15846 -0.274 0.451 -0.480 0.781
C 1.76643 2.31403 0.61230 -0.705 -0.059 -0.077 0.868
C 1.08725 2.97253 1.64408 0.010 -0.263 -0.094 -0.447
C 1.50403 4.22027 2.06859 -0.025 0.194 -0.157 -0.873
C 2.57456 4.84538 1.43668 -0.080 -0.241 -0.001 -0.589
C 3.25853 4.18537 0.42281 0.043 0.229 0.086 -0.800
C 2.85218 2.93689 -0.00943 -0.008 -0.326 0.129 -0.275
C 1.95115 0.30182 -1.46208 -0.441 -0.115 -0.024 0.490
C 2.59758 -0.90341 -1.75418 -0.068 0.200 0.256 -0.518
C 3.13523 -1.10471 -3.01057 0.002 0.016 -0.319 -0.839
C 3.00088 -0.13138 -3.99687 -0.069 -0.046 0.188 -0.585
C 2.33449 1.05793 -3.71936 -0.006 -0.164 -0.202 -0.876
C 1.78823 1.26827 -2.46911 -0.072 -0.122 0.346 -0.622
H -2.20655 -1.51294 3.30284 0.311 0.181 -0.239 0.376
H -0.19648 -2.00083 3.47456 -0.166 0.217 -0.121 0.381
H 1.82376 -2.66068 3.94461 -0.106 -0.008 0.076 0.409
H 4.25416 -2.61971 3.74200 0.024 -0.037 0.027 0.454
H 5.32010 -1.20659 2.00723 0.126 0.052 0.000 0.472
H 3.94085 0.17783 0.52997 0.066 0.034 -0.016 0.486
H 0.21928 2.50573 2.09587 0.048 0.004 0.154 0.350
H 0.97998 4.72615 2.86552 -0.052 0.017 0.046 0.446
H 2.86231 5.84695 1.72281 0.095 -0.024 0.088 0.441
H 4.12131 4.65009 -0.03165 -0.016 0.053 -0.105 0.449
H 3.39084 2.45448 -0.81036 0.059 -0.050 -0.041 0.446
H 2.69854 -1.66654 -0.99614 0.063 -0.062 0.034 0.499
H 3.66720 -2.01898 -3.22652 0.004 -0.090 -0.023 0.514
H 3.39787 -0.30815 -4.98530 0.125 0.034 -0.036 0.472
H 2.24376 1.81387 -4.48453 -0.058 0.058 -0.051 0.477
H 1.25078 2.18478 -2.26320 0.053 0.107 0.012 0.563
```
Positions in Å, forces in eV/Å.

***

No. 2
The following is a quantum chemistry calculation of 6 unconnected molecules or ions with the total composition C18H51N3O9, from the OMol25 dataset.

The maximum force comes out at 3.8 eV/A. The HOMO-LUMO gap (alpha / beta) comes out at 7.59 / 2.30 eV. As for the spin multiplicity: 2. The total charge is +1. The calculation puts the energy above the lowest of the compared OMol25 structures with the same formula, charge and spin at 92.36 kJ/mol. As for the LUMO energy (alpha / beta): -0.0944 / -0.2887 Ha. Its expectation value of S² is 0.755.

```
81
Properties=species:S:1:pos:R:3:forces:R:3:mulliken_spin:R:1
C -11.16426 -12.03443 -11.88746 -0.213 1.093 -0.013 0.000
O -9.90481 -12.30417 -11.31587 -0.271 -0.613 0.777 0.000
C -9.27596 -13.46113 -11.85007 0.744 0.486 0.551 0.000
C -9.50137 -14.71086 -10.99447 0.644 -0.146 -1.035 0.000
N -10.87043 -14.95023 -10.85663 -2.479 0.272 0.573 0.000
C -11.13443 -16.00199 -9.90988 -0.264 -0.282 0.325 0.000
C -12.55369 -16.10188 -9.48172 -0.951 -1.226 0.951 0.000
O -13.02203 -15.08849 -8.60589 -2.085 0.871 -1.453 0.000
C -12.49705 -15.04995 -7.31480 1.549 0.460 -0.414 0.000
H -11.59344 -11.19980 -11.33313 0.210 0.192 -0.035 0.000
H -11.94135 -12.79740 -11.84160 0.400 -0.515 -0.124 0.000
H -10.99599 -11.71141 -12.91480 -0.331 -0.069 -0.263 0.000
H -8.20805 -13.24408 -11.82650 0.119 0.032 -0.159 0.000
H -9.59342 -13.49963 -12.89211 0.012 -0.826 -0.090 0.000
H -9.09188 -14.68198 -9.98472 0.961 0.519 -0.001 0.000
H -9.14169 -15.60681 -11.50043 0.841 0.080 -0.159 0.000
H -11.26389 -14.08747 -10.50886 -0.454 0.029 0.217 0.000
H -10.65443 -15.92901 -8.93399 1.275 0.237 -0.131 0.000
H -10.87168 -16.93724 -10.40421 0.181 -0.313 0.246 0.000
H -12.73956 -16.98554 -8.87123 0.574 -0.834 -0.168 0.000
H -13.15800 -16.31929 -10.36243 -0.744 1.108 0.104 0.000
H -12.41129 -16.01889 -6.82295 0.237 -0.436 -0.219 0.000
H -13.01043 -14.43090 -6.57906 -0.703 0.221 -0.716 0.000
H -11.54073 -14.56847 -7.51908 0.649 -0.311 1.246 0.000
C -4.43903 -25.21436 -5.90528 1.843 -0.336 0.685 0.001
O -5.21877 -25.03185 -7.02256 -1.981 -0.673 -3.194 0.001
C -4.52816 -24.95440 -8.28092 0.322 -0.227 0.271 -0.001
C -5.46094 -25.10205 -9.51909 0.532 -0.025 1.030 0.005
N -6.58468 -25.96955 -9.23405 -0.547 3.413 -0.584 0.747
C -7.85358 -25.73036 -9.94726 0.550 -3.051 -0.919 0.004
C -8.46686 -24.37706 -9.86009 0.539 2.412 1.306 0.107
O -9.36659 -24.11591 -10.85956 -0.243 0.019 -1.065 0.009
C -10.07026 -22.84060 -10.72616 0.917 -0.154 1.039 0.006
H -3.85237 -24.30179 -5.79971 -0.141 0.114 0.991 0.000
H -3.69722 -26.00491 -6.01867 0.127 -0.294 -0.430 0.000
H -5.03259 -25.57108 -5.06353 -0.215 0.823 -0.027 0.000
H -3.74631 -25.71011 -8.35649 0.163 -0.042 0.336 0.006
H -4.09136 -23.95980 -8.37087 0.345 -0.024 -0.022 0.005
H -4.93471 -25.31559 -10.44946 0.198 -0.624 0.011 0.041
H -5.73166 -24.06718 -9.72851 -1.225 0.132 -0.158 0.072
H -6.54011 -26.03078 -8.22689 -0.685 -1.046 1.034 -0.014
H -8.62652 -26.43690 -9.64479 0.418 -0.407 0.137 0.012
H -7.59457 -25.91567 -10.98969 -0.188 0.020 -0.253 0.010
H -7.60249 -23.71365 -9.88926 -0.022 0.753 -0.154 -0.004
H -8.89681 -24.26213 -8.86509 -0.294 0.113 0.259 -0.007
H -10.59632 -22.56938 -11.64147 -0.250 -0.736 0.204 0.001
H -9.41807 -21.98566 -10.54779 0.586 -0.203 -0.103 -0.001
H -10.62590 -22.90362 -9.79053 -0.738 0.105 -0.365 -0.001
C -11.90020 -21.95005 -5.89773 0.831 0.913 -1.207 0.000
O -11.08107 -21.14288 -5.05618 1.224 -0.304 0.033 0.000
C -10.15539 -20.26187 -5.77254 -1.734 0.035 0.935 0.000
C -10.99837 -19.04042 -6.16040 0.357 0.448 -0.532 0.000
N -10.50635 -18.38154 -7.36071 -0.159 0.056 -0.869 0.000
C -9.11528 -17.91712 -7.42584 -0.290 0.504 1.317 0.000
C -8.78957 -16.77315 -6.38259 0.208 -0.669 -1.325 0.000
O -9.02013 -15.48313 -6.94475 -0.904 -1.705 0.148 0.000
C -8.30541 -14.47743 -6.31941 0.636 0.914 -0.456 0.000
H -12.50254 -22.67380 -5.34866 0.080 0.499 0.198 0.000
H -11.33083 -22.46503 -6.67150 0.739 -0.684 0.321 0.000
H -12.45016 -21.31368 -6.59104 -0.976 0.214 0.469 0.000
H -9.54732 -20.78210 -6.51261 -0.699 -0.125 -0.735 0.000
H -9.38630 -19.84558 -5.12192 -0.193 -0.593 0.803 0.000
H -11.06295 -18.38603 -5.29108 0.584 0.254 0.362 0.000
H -12.06837 -19.20163 -6.29159 0.106 -0.836 -0.476 0.000
H -11.15092 -17.63865 -7.59035 0.142 0.260 -0.141 0.000
H -8.87378 -17.65532 -8.45600 -0.118 0.452 0.100 0.000
H -8.47867 -18.77782 -7.22087 0.094 -0.042 0.255 0.000
H -7.75199 -16.84799 -6.05712 0.307 0.008 -0.124 0.000
H -9.38894 -16.97327 -5.49443 -0.273 0.308 0.159 0.000
H -7.24648 -14.61239 -6.53980 0.340 0.088 0.136 0.000
H -8.41836 -14.39018 -5.23879 -0.343 -0.165 0.128 0.000
H -8.62856 -13.56162 -6.81433 0.078 0.172 0.291 0.000
O -11.09352 -20.20724 -9.68540 0.119 -0.593 -0.556 0.000
H -10.94662 -19.49965 -9.05773 0.313 0.572 0.842 0.000
H -12.03011 -20.16602 -9.87865 -0.373 -0.041 -0.108 0.000
O -13.55390 -21.52062 -10.62998 0.045 0.071 0.035 0.000
H -14.40453 -21.93128 -10.78497 -0.340 -0.091 -0.125 0.000
H -12.91760 -22.21540 -10.79917 0.255 -0.168 0.017 0.000
O -14.69016 -19.01654 -9.83673 -0.151 0.318 0.311 0.000
H -14.23031 -18.82657 -10.65446 0.064 0.023 -0.257 0.000
H -14.52321 -19.94556 -9.67775 0.122 -0.187 0.016 0.000
```
Positions in Å, forces in eV/Å.

***

No. 3
The following is a quantum chemistry calculation of a molecular structure, C22H31NO2, from the OMol25 dataset.

The maximum force comes out at 19.3 eV/A. The HOMO-LUMO gap comes out at 8.54 eV. The total charge is 0. The calculation puts the energy above the lowest of the compared OMol25 structures with the same formula, charge and spin at 2200.26 kJ/mol. As for the LUMO energy: 0.0254 Ha.

```
56
Properties=species:S:1:pos:R:3:forces:R:3:mulliken_charge:R:1
C -1.90996 -1.70558 1.18915 3.418 2.903 0.489 -1.201
C -1.91232 -0.68559 0.00126 1.378 -2.708 -2.464 -0.382
H -2.56384 -1.14472 -0.79396 0.666 0.400 0.560 0.478
H -2.29147 0.26426 0.13579 -0.639 2.034 0.925 0.441
O -0.54993 -0.51916 -0.64195 -1.741 -7.656 10.791 -0.330
C -0.17384 0.08367 -1.60323 1.844 -2.191 2.023 -0.926
O -0.91430 0.64943 -2.18422 -11.223 9.251 -9.987 -0.500
C 1.07119 0.00042 -2.07476 10.853 -1.826 -0.222 2.260
C 2.01771 -0.26652 -0.88379 3.785 -0.404 3.448 -0.618
C 2.03778 1.05069 0.10128 -6.961 -7.766 -1.003 -1.186
N 0.83821 1.66298 -0.25385 0.833 6.085 -3.729 0.762
C 1.11120 2.34139 -1.67982 5.369 3.157 3.696 -0.748
C 1.55783 1.50655 -2.76851 -0.732 -5.361 7.826 -2.282
H 0.94478 1.45211 -3.45921 -5.362 0.405 -7.316 0.861
H 2.51454 1.37935 -2.97399 4.287 -0.076 -0.949 0.676
H 2.20670 3.08469 -1.53127 -2.875 -1.633 0.257 0.277
H 0.47670 3.11083 -1.95977 -2.060 0.855 -0.090 0.563
C 0.59018 2.76613 0.66435 -6.101 0.741 -0.409 -1.616
C -0.43523 2.10779 1.88757 16.834 -5.207 -3.720 0.927
C 0.41293 2.12602 3.23517 -11.251 5.304 -0.962 -1.424
C -0.43223 1.29443 4.08548 9.145 -3.078 5.623 -0.463
C -1.76920 1.22027 4.10210 -11.287 2.597 -0.859 -0.624
C -2.48820 1.90705 3.12361 5.929 -0.957 0.144 -0.585
C -1.61728 2.48021 1.95376 -17.671 7.797 -0.088 0.374
H -2.56572 2.36779 0.91882 3.405 0.021 2.401 0.282
H -1.75730 3.74813 2.06939 0.474 -3.057 -0.246 0.250
H -3.44524 2.19433 2.92227 -2.854 -0.088 0.618 0.535
H -2.55310 0.90886 4.95562 2.743 0.118 -1.496 0.176
H 0.06296 1.46871 5.16951 -1.609 -0.170 -1.524 0.346
H -0.00573 0.28224 4.02200 -0.093 -0.504 -0.294 0.323
H 0.15268 3.20324 3.54733 1.245 -1.060 -0.104 0.338
H 1.31981 1.99166 3.02882 7.338 -1.642 -0.905 0.878
H -0.36827 1.00967 1.58906 -0.202 0.892 0.200 -0.723
H -0.09596 3.58234 0.08190 1.428 -1.900 1.392 0.268
H 1.38779 3.35704 1.04892 1.202 -0.030 0.433 0.420
H 2.88520 1.44175 0.23553 6.667 4.210 0.095 0.545
H 1.69988 0.75090 1.06799 0.655 -1.194 1.302 0.236
H 1.98790 -1.23211 -0.13319 -1.188 2.129 -2.186 0.290
H 3.11236 -0.43978 -1.14767 -1.169 0.526 -0.630 0.416
C 1.29844 -1.33592 -3.01606 -0.989 13.636 -4.777 -0.961
C 0.86023 -2.37663 -2.44841 -8.876 -12.891 3.509 0.159
C 1.65061 -3.56158 -1.77644 -7.346 7.511 -5.636 -0.812
C 0.98531 -4.55465 -1.40399 1.400 -6.706 3.997 -0.548
C -0.31316 -4.72409 -1.61232 -9.570 -4.003 0.249 0.032
C -1.28168 -3.96809 -2.30772 18.023 5.490 1.260 -1.193
C -0.64271 -2.56447 -2.67695 3.698 -6.095 2.202 -0.502
H -1.17456 -1.91033 -3.27879 -0.855 1.464 -0.895 0.576
H -2.15924 -3.90929 -2.35788 -13.067 -0.745 -0.616 0.772
H -1.00007 -5.67817 -1.10044 2.844 2.206 -1.268 0.063
H 1.56206 -5.34960 -0.81143 -1.106 0.924 -0.831 0.233
H 2.46009 -3.14199 -1.67568 9.294 2.426 1.656 1.013
H 2.25843 -1.27078 -3.30577 3.449 0.166 -1.118 0.693
H 0.58768 -0.70373 -3.83521 1.728 -2.791 0.917 0.254
H -1.42099 -2.61366 0.92124 -0.222 -0.876 -0.553 0.339
H -2.89333 -1.75837 1.50637 -2.034 -0.668 0.476 0.493
H -1.31630 -1.38012 2.13197 -0.851 0.036 -1.615 0.075
```
Positions in Å, forces in eV/Å.

***

No. 4
The following is a quantum chemistry calculation of a molecular structure, C12H14Cl8N2OS, from the OMol25 dataset.

The maximum force comes out at 1.7 eV/A. The HOMO-LUMO gap comes out at 8.51 eV. The total charge is 0. As for the LUMO energy: -0.0153 Ha.

```
38
Properties=species:S:1:pos:R:3:forces:R:3:mulliken_charge:R:1
O 2.33204 0.02481 -0.24092 -0.192 -0.330 -0.050 -0.484
C 2.34896 1.20039 0.00310 0.548 0.037 0.276 -0.138
C 1.34507 1.93299 0.85880 -0.314 0.342 -0.612 -0.809
C -0.10150 1.57801 0.59073 -0.217 -0.021 0.230 0.382
C -1.03220 2.66790 0.60504 -0.111 0.018 -0.023 -0.777
C -2.35966 2.50571 0.38491 -0.488 0.007 -0.046 -0.856
C -2.87798 1.19363 0.15898 1.560 0.622 0.243 0.887
N -4.13888 0.86020 -0.05179 -0.444 -0.639 -0.213 -0.792
S -4.14323 -0.75308 -0.20026 0.398 0.561 -0.556 0.197
N -2.59033 -1.05461 -0.04052 0.566 -0.346 0.027 -0.557
C -1.93526 0.10235 0.16740 -1.272 -0.007 -0.194 1.236
C -0.54246 0.30774 0.37309 0.012 0.178 -0.016 -0.875
H 3.18332 1.80609 -0.39388 -0.069 0.173 0.072 0.477
H 1.59653 1.83883 1.91850 0.108 -0.265 -0.009 0.361
H 1.45985 2.99423 0.62818 0.118 0.034 0.082 0.358
H -0.65171 3.66382 0.79939 0.006 0.010 -0.044 0.319
H -3.04622 3.34193 0.37941 0.056 0.054 0.038 0.404
H 0.15315 -0.51041 0.35551 -0.033 -0.139 -0.043 0.590
C 3.76004 -2.05007 -2.42548 -0.122 0.027 0.177 0.430
Cl 2.66354 -3.32253 -2.96684 0.008 -0.011 0.008 -0.158
Cl 4.47915 -1.17973 -3.79693 0.078 -0.106 0.030 -0.204
H 3.20547 -1.34362 -1.81642 -0.006 -0.004 -0.085 -0.281
H 4.55963 -2.50000 -1.84905 0.046 -0.040 -0.102 0.267
C 3.58585 2.23041 -4.11826 0.103 -0.133 0.069 0.152
Cl 2.16722 2.55213 -3.11463 -0.195 0.090 -0.027 -0.126
Cl 4.78423 3.52635 -4.01455 -0.006 -0.021 -0.016 -0.168
H 4.02586 1.30941 -3.75482 0.061 0.132 -0.061 -0.191
H 3.26990 2.12766 -5.14949 -0.045 0.072 0.019 0.337
C -5.70385 -1.13544 3.83192 0.052 0.070 0.105 -0.298
Cl -6.74554 -2.42132 3.20807 0.000 -0.018 0.040 -0.161
Cl -5.14373 -0.06632 2.53926 -0.228 0.049 0.687 -0.073
H -6.26572 -0.55202 4.55190 -0.061 0.006 -0.067 0.291
H -4.84102 -1.58774 4.30663 0.013 -0.039 -0.079 0.261
C 0.61519 -3.97299 1.74566 -0.061 0.016 0.101 -0.424
Cl -0.61951 -2.78584 1.31002 0.036 -0.444 0.115 -0.061
Cl 2.16734 -3.61720 0.97369 0.037 -0.035 0.031 -0.128
H 0.75254 -3.95868 2.82063 0.046 0.066 -0.015 0.314
H 0.28394 -4.95298 1.42303 0.015 0.034 -0.093 0.297
```
Positions in Å, forces in eV/Å.